Formula: C20H60O17
Source: the OMol25 dataset
Level of theory: the ωB97M-V functional and the def2-TZVPD basis

## Properties
frontier orbital gap = 9.644 eV
calculated total energy = -56513.361 eV
energy above the lowest of the compared OMol25 structures with the same formula, charge and spin = 84.7 kcal/mol

Atoms and positions in Å:
O1 -0.0399 1.3294 7.4669
C1 0.1084 0.4134 6.3998
C2 -1.1620 0.2387 5.5691
O2 -1.5446 1.3981 4.8480
H1 0.8288 1.6401 7.7317
H2 0.9312 0.5722 5.6911
H3 0.3775 -0.5377 6.8829
H4 -1.9521 -0.0091 6.2830
H5 -1.0311 -0.5688 4.8508
H6 -2.3775 1.7167 5.1989
O3 -3.2415 3.7073 1.4071
C3 -1.9877 3.5553 2.1014
C4 -0.9024 3.8613 1.0922
O4 0.3714 4.0006 1.6786
H7 -3.9769 3.5240 1.9953
H8 -2.0739 4.2098 2.9751
H9 -1.9240 2.5394 2.5018
H10 -1.1809 4.7505 0.5258
H11 -0.9150 3.0011 0.4228
H12 0.6655 4.9112 1.7076
O5 0.5481 3.5010 -1.5157
C5 0.4040 2.3589 -2.3165
C6 -0.6753 2.5621 -3.3795
O6 -2.0144 2.7037 -2.9443
H13 1.2271 3.3738 -0.8394
H14 1.3519 2.0946 -2.7996
H15 0.0952 1.4302 -1.8150
H16 -0.5980 1.6977 -4.0488
H17 -0.4125 3.3597 -4.0884
H18 -1.9415 3.2833 -2.1706
O7 1.2348 0.0619 -3.3870
C7 2.3496 0.4809 -2.5867
C8 2.9980 1.6798 -3.3116
O8 3.9726 1.2099 -4.2492
H19 1.6126 -0.6399 -3.9326
H20 1.9585 0.9431 -1.6744
H21 3.0396 -0.3134 -2.3158
H22 3.5614 2.2115 -2.5289
H23 2.2521 2.3871 -3.6662
H24 4.8105 1.6247 -4.0401
O9 -0.2858 -3.7850 1.0837
C9 -1.4581 -4.1621 0.3515
C10 -1.0576 -5.1928 -0.6796
O10 -0.6163 -4.5398 -1.8710
H25 -0.4190 -2.9040 1.4542
H26 -2.1952 -4.5111 1.0765
H27 -1.8548 -3.2588 -0.1189
H28 -1.9287 -5.8277 -0.8846
H29 -0.2429 -5.8596 -0.3848
H30 -0.1337 -5.1476 -2.4327
O11 2.6769 2.0159 2.7590
C11 4.0024 2.2646 2.2859
C12 4.1359 1.9203 0.8276
O12 3.2372 2.6689 -0.0116
H31 2.0572 2.4557 2.1591
H32 4.1893 3.3237 2.4872
H33 4.7060 1.6859 2.8790
H34 3.8416 0.8765 0.6486
H35 5.1664 2.0098 0.4673
H36 3.5858 2.5874 -0.9037
O13 -2.3720 -1.8387 -5.4396
C13 -1.4359 -1.5074 -4.4115
C14 -2.1365 -1.5134 -3.0614
O14 -2.6893 -2.7517 -2.6727
H37 -2.6503 -2.7481 -5.2933
H38 -0.6535 -2.2784 -4.4868
H39 -0.9806 -0.5492 -4.6523
H40 -2.9715 -0.8091 -3.0842
H41 -1.4564 -1.1150 -2.2947
H42 -1.9557 -3.3313 -2.4026
C15 0.4453 -0.4026 0.1035
C16 -0.1492 -0.0077 1.4330
O15 -0.6607 -1.0954 2.2055
H43 -0.2156 -0.9050 -0.6030
H44 1.3041 -1.0564 0.3094
H45 0.9321 0.4153 -0.4308
H46 -0.9791 0.6716 1.1909
H47 0.6065 0.6351 1.8947
H48 -0.6094 -0.6849 3.0746
C17 -3.9376 -0.0677 1.3085
C18 -5.2510 0.0332 0.5893
O16 -6.1539 0.8524 1.3225
H49 -4.0465 -0.6353 2.2299
H50 -3.4336 0.9029 1.3684
H51 -3.1503 -0.5473 0.7148
H52 -5.7077 -0.9545 0.4831
H53 -5.0991 0.4710 -0.4013
H54 -7.0698 0.8029 1.0551
C19 3.2836 -3.1711 -0.8597
C20 3.0322 -4.5780 -1.3293
O17 4.2618 -4.9075 -2.0095
H55 2.6812 -2.7156 -0.0670
H56 3.3728 -2.4506 -1.6697
H57 4.2294 -3.1377 -0.3076
H58 2.2725 -4.7302 -2.1082
H59 2.7711 -5.3248 -0.5730
H60 4.4193 -5.8543 -2.0375